# 1
71
Properties=species:S:1:pos:R:3 method="wB97M-V/def2-TZVPD" e_lumo_ev="-8.15 / -12.45" orbital_gap_ev="8.47 / 4.69" charge=+3 homo_energy_ev="-16.6 / -17.1" spin_multiplicity=5
Co -0.16950 -0.79280 0.50041
P 0.23235 1.53923 1.60890
P -2.16187 -0.00171 0.15456
P 1.89885 -0.54765 -0.13080
H -1.55998 -3.26686 -4.36902
C -0.94703 -3.90363 -3.71919
C -0.58692 -3.57427 -2.48311
H -0.99667 -2.72877 -1.94487
C 0.47926 3.14937 0.74540
C -1.05702 2.04687 2.82916
C 1.68004 1.63969 2.75573
C -2.87181 -1.04527 -1.16422
C -3.29250 -0.39965 1.56071
C -2.79164 1.67932 -0.28412
C 2.24033 -1.81032 -1.39834
C 3.05542 -1.08443 1.19937
C 2.79380 0.92221 -0.81206
H -0.66125 -4.87909 -4.15028
H 0.16610 -4.22736 -1.99293
H 0.71955 3.95356 1.45039
H -0.40913 3.46280 0.19503
H 1.29795 3.11508 0.02579
H -0.67408 2.86785 3.45081
H -1.33527 1.22325 3.49888
H -1.96492 2.40344 2.33394
H 1.61901 2.55550 3.35968
H 2.62534 1.67283 2.20382
H 1.69764 0.78622 3.44571
H -3.91078 -0.74208 -1.34540
H -2.83655 -2.09006 -0.83428
H -2.28446 -0.94020 -2.08471
H -4.21471 -0.81952 1.14824
H -3.51780 0.49188 2.15219
H -2.82532 -1.15329 2.19719
H -3.87520 1.62735 -0.47378
H -2.30278 2.04721 -1.19444
H -2.63501 2.41625 0.51270
H 3.32742 -1.91452 -1.51904
H 1.77576 -1.52384 -2.34884
H 1.81210 -2.76230 -1.06745
H 4.04829 -1.24265 0.75572
H 2.69181 -2.02841 1.62360
H 3.14326 -0.34264 2.00115
H 3.68255 0.58102 -1.36489
H 3.12735 1.61222 -0.02486
H 2.15447 1.46749 -1.51577
C 0.21748 1.91161 -4.28345
C 0.07215 0.56585 -3.89762
C 0.35249 -0.47186 -4.79942
C 0.82815 -0.15411 -6.08834
C 1.00089 1.17923 -6.44120
C 0.72707 2.21262 -5.55570
Se -0.38407 3.43173 -3.22116
H 0.42781 2.91406 -2.09970
H -0.28280 0.36519 -2.86824
H 0.22102 -1.51994 -4.49820
H 1.08900 -0.92585 -6.81437
H 1.37440 1.38442 -7.42255
H 0.84887 3.24452 -5.83443
S -0.22370 -2.29010 2.05910
C -0.23528 -1.40638 3.55442
N 0.87209 -1.15749 4.31621
C 0.50733 -0.94268 5.72077
C -0.99939 -0.79600 5.67879
N -1.32214 -1.10631 4.29612
H 1.76700 -1.50761 4.02448
H 0.99605 -0.03671 6.08783
H 0.82106 -1.78847 6.34910
H -1.28527 0.23637 5.90861
H -1.51273 -1.47811 6.37331
H -2.26387 -1.30328 3.96892

# 2
84
Properties=species:S:1:pos:R:3 method="wB97M-V/def2-TZVPD" e_lumo_ev="3.12 / 3.12" orbital_gap_ev="5.79 / 5.79" charge=-2 homo_energy_ev="-2.7 / -2.7" spin_multiplicity=2
Co 0.44118 -0.47280 0.19111
O 0.75865 3.46156 2.42425
C -0.55883 3.67316 2.56274
C -0.96148 4.80727 3.27226
C -2.30128 5.06445 3.47757
C -3.27345 4.19673 2.98570
C -2.88139 3.08047 2.27268
C -1.53339 2.80653 2.03753
C -1.13485 1.60048 1.26592
O 0.11474 1.33195 1.14537
N -2.09621 0.86419 0.77999
N -1.61953 -0.26353 0.12874
C -2.56259 -1.08113 -0.14281
S -4.22570 -0.64551 0.28399
C -4.92713 -2.24555 -0.23115
C -4.07081 -2.81207 -1.34249
S -2.33561 -2.66094 -0.83858
H 0.86059 2.60742 1.93981
H -0.19515 5.46791 3.65612
H -2.59289 5.94907 4.03139
H -4.32323 4.39453 3.15949
H -3.61020 2.38896 1.87174
H -5.94799 -2.05818 -0.56541
H -4.94321 -2.91983 0.62578
H -4.20902 -2.26738 -2.27645
H -4.25985 -3.87218 -1.51027
Cl -1.27645 -2.82401 -6.77001
C -0.69182 -2.51384 -5.15084
C -0.76722 -1.23822 -4.62162
C -0.32007 -1.00288 -3.33570
Cl -0.46702 0.60578 -2.71505
C 0.22036 -2.01196 -2.49478
O 0.61914 -1.84162 -1.28609
C 0.28827 -3.28405 -3.12261
Cl 0.95654 -4.61482 -2.22018
C -0.15356 -3.54368 -4.40619
H -1.17187 -0.42175 -5.20294
H -0.07522 -4.54269 -4.81129
N 2.04430 1.66239 -1.29496
C 2.20710 2.61902 -2.29955
C 3.18498 2.46980 -3.28064
C 3.32666 3.41565 -4.28957
C 2.49151 4.51839 -4.34273
C 1.50562 4.66833 -3.37416
C 1.36082 3.72983 -2.36621
S 2.67439 5.76842 -5.61998
O 1.36345 5.84137 -6.25678
O 3.03436 6.98291 -4.89343
O 3.73183 5.26382 -6.49016
H 2.83843 1.07879 -1.09496
H 1.60506 1.99966 -0.45236
H 3.83876 1.60413 -3.24341
H 4.09180 3.31254 -5.04766
H 0.85803 5.53464 -3.42128
H 0.59064 3.84735 -1.60949
C -1.99978 -1.05099 3.64745
C -1.53120 -2.27899 2.86793
P 0.10888 -2.05117 2.04856
C 1.20340 -1.83373 3.51320
C 1.02506 -2.82819 4.65711
C 0.49572 -3.75044 1.44136
C -0.38797 -4.91346 1.88786
H -2.96657 -1.24359 4.11818
H -2.12007 -0.19038 2.99163
H -1.29053 -0.78320 4.43377
H -2.25559 -2.52668 2.08875
H -1.46573 -3.14449 3.52885
H 1.07398 -0.80586 3.86246
H 2.21679 -1.90753 3.12181
H 0.05629 -2.72280 5.14829
H 1.79777 -2.66959 5.41266
H 1.12098 -3.85496 4.29978
H 1.54260 -3.92098 1.68770
H 0.46600 -3.66507 0.35754
H -0.38446 -5.05994 2.96977
H -0.02562 -5.83505 1.42617
H -1.42196 -4.77447 1.56587
Cl 4.92639 1.07031 0.61673
C 4.73099 -0.63126 1.05318
Cl 5.16112 -0.87944 2.77209
C 3.30646 -1.21618 0.81855
O 3.25631 -2.43629 0.89367
O 2.39621 -0.37137 0.60660
H 5.44437 -1.20309 0.47208

# 3
120
Properties=species:S:1:pos:R:3 method="wB97M-V/def2-TZVPD" e_lumo_ev=-0.66 orbital_gap_ev=7.48 smiles=COCc1nc2cc([C@H](Br)[C@@H](C)Br)c(C[C@H]3CO3)cc2nc1CCC(F)(F)C(F)(F)C(F)(F)C(F)(F)C(F)(F)C(F)(F)C(F)(F)C(F)(F)F.c1cc[nH]c1.c1cc[nH]c1.c1cc[nH]c1.c1cc[nH]c1.c1cc[nH]c1 homo_energy_ev=-8.1
C -0.14760 -7.08457 -1.42633
O 0.17239 -5.73538 -1.69796
C 1.49870 -5.42104 -1.30987
C 1.61558 -3.96140 -0.98547
N 2.39028 -3.24892 -1.74984
C 2.47386 -1.92235 -1.43417
C 3.26308 -1.06195 -2.24638
C 3.34694 0.30733 -1.99904
C 4.12818 1.24509 -2.88607
Br 2.76108 2.24548 -3.93202
C 5.11095 0.57743 -3.84537
C 4.52321 -0.03035 -5.11723
Br 6.45404 1.90340 -4.34110
C 2.66943 0.85715 -0.85830
C 2.78423 2.29748 -0.46362
C 4.13505 2.53948 0.26293
C 4.19201 2.24896 1.69784
O 4.82506 1.41834 0.72303
C 1.90021 0.00344 -0.06587
C 1.78313 -1.37792 -0.34699
N 0.97424 -2.15226 0.43265
C 0.88351 -3.41044 0.12103
C -0.01024 -4.29346 0.95222
C -0.87993 -3.43981 1.87872
C -1.93046 -4.24541 2.61904
F -1.45803 -4.58200 3.84952
F -2.26580 -5.39113 2.00094
C -3.21684 -3.40864 2.89738
F -2.84345 -2.17125 3.24491
F -3.88448 -3.94859 3.93079
C -4.19548 -3.37722 1.68667
F -4.96006 -4.46205 1.70885
F -3.46752 -3.40340 0.54795
C -5.04433 -2.07445 1.63674
F -4.24672 -1.10514 1.16566
F -5.43614 -1.73301 2.87636
C -6.31821 -2.18058 0.77750
F -7.14496 -3.06153 1.34517
F -5.96837 -2.66414 -0.43049
C -7.09415 -0.83208 0.58109
F -6.43155 0.22166 1.06049
F -8.25899 -0.91523 1.24987
C -7.47649 -0.53353 -0.89598
F -8.21546 -1.52734 -1.37449
F -8.24518 0.56839 -0.84572
C -6.26428 -0.21982 -1.84870
F -6.23931 -1.11205 -2.82972
F -5.11748 -0.28557 -1.19661
F -6.38782 0.97588 -2.37120
H -0.10424 -7.29835 -0.35442
H -1.15786 -7.27474 -1.76448
H 0.55368 -7.74622 -1.93675
H 1.81762 -6.03529 -0.46370
H 2.17414 -5.63209 -2.13964
H 3.77914 -1.50810 -3.07955
H 4.63685 2.00043 -2.30508
H 5.61358 -0.20392 -3.28743
H 3.53477 -0.44253 -4.95497
H 5.16829 -0.82619 -5.47979
H 4.49264 0.72066 -5.89722
H 2.81133 2.96080 -1.31785
H 1.99829 2.56760 0.22783
H 4.72019 3.37605 -0.09978
H 4.90056 2.81314 2.28473
H 3.33294 1.77849 2.15022
H 1.36993 0.40827 0.78405
H 0.61220 -4.96633 1.54086
H -0.66428 -4.85418 0.29782
H -0.27354 -2.91168 2.60203
H -1.35662 -2.68781 1.26050
C 3.17352 1.30285 6.47447
C 2.31801 0.34947 5.85760
C 1.63579 0.99629 4.86312
N 2.04533 2.30322 4.85645
C 2.98317 2.49740 5.83446
H 3.85025 1.12979 7.29392
H 2.21590 -0.69091 6.11615
H 0.89797 0.64128 4.16361
H 1.70685 3.01115 4.23217
H 3.43212 3.46337 5.98951
C 1.17054 3.35950 -9.04980
C 2.55558 3.37139 -9.36860
C 3.24585 3.32753 -8.18592
N 2.33346 3.28942 -7.16882
C 1.06772 3.30834 -7.68463
H 0.34636 3.38453 -9.74264
H 2.99337 3.40788 -10.35197
H 4.30323 3.31931 -7.98228
H 2.56261 3.25161 -6.18864
H 0.20539 3.28085 -7.04017
C -9.39087 0.08213 6.40625
C -7.97364 -0.01605 6.36952
C -7.62095 -0.34830 5.08907
N -8.76877 -0.45643 4.35149
C -9.85049 -0.19350 5.14675
H -10.00103 0.32744 7.25903
H -7.29251 0.13995 7.18900
H -6.65672 -0.51416 4.64396
H -8.81307 -0.69072 3.37740
H -10.85048 -0.22494 4.74980
C -2.11704 2.96169 -2.84651
C -0.93081 2.18288 -2.94069
C -1.07410 1.11680 -2.09296
N -2.29934 1.22142 -1.49170
C -2.94104 2.34237 -1.94505
H -2.33924 3.87033 -3.38039
H -0.06892 2.37356 -3.55903
H -0.41355 0.29569 -1.87090
H -2.67042 0.57483 -0.82052
H -3.92426 2.60050 -1.59065
C 9.50161 5.38935 2.43615
C 8.45139 5.59933 3.37086
C 7.39796 4.81730 2.98192
N 7.76955 4.14570 1.84811
C 9.05054 4.48724 1.51093
H 10.47593 5.84776 2.44416
H 8.46960 6.24843 4.22992
H 6.42103 4.68060 3.41341
H 7.19266 3.50035 1.34030
H 9.52862 4.06076 0.64615

Which E belongs to each record? In order, -166065.7841; -194535.7846; -249254.3708 eV.